(1)
Entry from the Open Molecules 2025 dataset: C3H17AgN4O9 as an isolated structure in a non-equilibrium geometry (wB97M-V/def2-TZVPD).

The calculation puts the total energy at -31755.3506 eV. As for the net charge: +2. As for the LUMO energy (spin up / spin down): -5.567 / -11.019 eV. As for the HOMO-LUMO gap (spin up / spin down): 0.3623 / 0.1613 Ha. The max |F| comes out at 7.62 eV/Å. As for the multiplicity: 3.

Each line ends with the Mulliken charge.
Geometry (Å):
Ag1 -13.9238 18.3179 -1.8008  0.53
O1 -13.5059 14.7966 0.4168  -0.41
C1 -13.5703 15.8417 -0.3793  0.92
O2 -13.6351 15.7026 -1.6046  -0.74
O3 -13.7646 16.9661 0.0916  -0.81
H1 -13.6421 15.1526 1.2978  0.06
O4 -14.4737 13.0772 2.9637  -0.59
H2 -13.7441 13.5381 3.3778  0.31
H3 -14.8710 12.5711 3.6724  0.30
O5 -10.6643 14.0662 -3.4072  -0.62
H4 -11.4459 14.2294 -2.8794  0.33
H5 -10.6020 13.1123 -3.4552  0.31
O6 -13.4226 17.5753 -3.9038  -0.53
H6 -13.9621 16.9960 -4.4420  0.30
H7 -12.5241 17.2916 -4.0725  0.32
O7 -11.6502 18.3483 -1.4215  -0.45
H8 -10.8753 18.9087 -1.4621  0.26
H9 -11.4431 17.7010 -0.7474  0.28
C2 -13.7754 11.7148 -1.8385  0.74
O8 -13.8894 10.5609 -2.1955  -0.14
N1 -13.6702 12.0869 -0.5374  -0.20
N2 -13.8733 12.8004 -2.5724  -0.13
H10 -13.6129 13.0551 -0.2558  0.32
H11 -13.3805 11.3842 0.1278  0.27
H12 -13.8195 13.6800 -2.0788  0.00
H13 -14.0524 12.7302 -3.5638  0.24
C3 -13.7474 18.8682 3.2342  0.76
O9 -13.4759 19.6898 2.3496  -0.13
N3 -14.0358 17.6444 2.8885  -0.15
N4 -13.7641 19.1091 4.4948  -0.32
H14 -13.7953 17.3591 1.9500  0.20
H15 -14.3591 16.8729 3.4544  0.23
H16 -13.7970 20.0195 4.9310  0.31
H17 -14.2848 18.4308 5.0323  0.24


(2)
Entry from the Open Molecules 2025 dataset: one molecule with the formula C4H8N2 in a non-equilibrium geometry (wB97M-V/def2-TZVPD).

The calculation puts the total energy at -7255.7604 eV. As for the net charge: 0. As for the LUMO energy: 1.148 eV. As for the HOMO-LUMO gap: 0.2944 Ha. The max |F| comes out at 3.29 eV/Å. The structure (SMILES) is C=C/C(N)=C\N.

Each line ends with the Mulliken charge.
Geometry (Å):
C1 -1.8680 0.0334 -0.2560  -0.85
C2 -0.9083 0.8567 0.2134  -0.37
C3 0.4793 0.5495 0.0251  0.73
N1 1.3794 1.6309 0.0748  -0.55
C4 0.8930 -0.7297 -0.2302  -0.47
N2 0.2748 -1.9176 0.1600  -0.51
H1 -1.7258 -0.6670 -1.0611  0.30
H2 -2.9042 0.1797 0.0138  0.26
H3 -1.1492 1.7579 0.7655  0.35
H4 1.0638 2.4502 -0.4264  0.23
H5 2.3302 1.3835 -0.1593  0.20
H6 1.9445 -0.8708 -0.4652  0.24
H7 0.4635 -2.8931 0.3410  0.23
H8 -0.2729 -1.7636 1.0047  0.19


(3)
Entry from the Open Molecules 2025 dataset: C21H24CaF4N2O3 as an isolated structure in a non-equilibrium geometry (wB97M-V/def2-TZVPD).

The calculation puts the total energy at -60599.9193 eV. As for the net charge: 0. As for the LUMO energy: 0.343 eV. As for the HOMO-LUMO gap: 0.2766 Ha. The max |F| comes out at 1.01 eV/Å.

Each line ends with the Mulliken charge.
Geometry (Å):
Ca1 0.0076 -0.0102 0.5466  1.91
C1 3.1231 -0.8521 -2.6570  -1.45
C2 2.1118 -0.3442 -1.6343  -0.65
N1 1.8449 -1.2223 -0.4791  1.22
C3 3.0673 -1.4350 0.3126  -0.89
C4 2.8001 -1.9224 1.7283  -1.40
C5 1.2171 -2.5076 -0.8588  -1.22
C6 -0.1745 -2.3780 -1.4824  -0.84
N2 -1.0246 -1.6228 -0.5817  -0.76
C7 -2.2409 -1.1818 -0.9424  0.43
C8 -2.9233 -0.2626 -0.0994  0.11
F1 -2.2986 0.1327 1.0733  -0.49
C9 -4.1415 0.2962 -0.3906  0.02
F2 -4.6696 1.1727 0.4797  -0.32
C10 -4.8247 -0.0206 -1.5490  -0.53
C11 -4.2078 -0.9306 -2.3875  0.07
F3 -4.8248 -1.2938 -3.5233  -0.32
C12 -2.9813 -1.4938 -2.1085  0.70
F4 -2.4879 -2.3973 -2.9875  -0.34
H1 3.1952 -0.1367 -3.4764  0.45
H2 2.8256 -1.8098 -3.0845  0.30
H3 4.1180 -0.9615 -2.2254  0.30
H4 1.1612 -0.1509 -2.1389  0.41
H5 2.4500 0.6160 -1.2328  0.31
H6 3.5840 -0.4735 0.3661  0.50
H7 3.7393 -2.1352 -0.2013  0.37
H8 2.1621 -1.2185 2.2661  0.24
H9 3.7436 -1.9859 2.2718  0.43
H10 2.3474 -2.9132 1.7531  0.41
H11 1.1129 -3.0930 0.0554  0.46
H12 1.8709 -3.0760 -1.5330  0.31
H13 -0.5343 -3.3983 -1.6602  0.52
H14 -0.0959 -1.9152 -2.4751  0.43
H15 -5.7856 0.4100 -1.7819  0.48
C13 5.0459 3.0330 4.2768  -0.81
O1 4.6453 3.9709 3.2929  -0.45
C14 3.5800 3.6593 2.5222  1.05
C15 3.2142 4.6461 1.5832  -1.03
C16 2.1485 4.4114 0.7673  -0.86
C17 1.4083 3.2042 0.7935  0.44
C18 0.3157 3.0128 -0.1348  0.61
C19 -0.4051 4.1945 -0.7293  -1.37
O2 -0.1195 1.8883 -0.4566  -0.68
C20 1.7687 2.2099 1.7717  0.50
O3 1.1165 1.1128 1.9412  -1.11
C21 2.8751 2.4830 2.6172  -0.49
H16 5.8927 3.4794 4.7900  0.24
H17 5.3522 2.0888 3.8203  0.33
H18 4.2427 2.8455 4.9926  0.33
H19 3.7874 5.5604 1.5313  0.44
H20 1.8898 5.1738 0.0466  0.19
H21 -1.1254 4.5444 0.0142  0.34
H22 -0.9490 3.8703 -1.6130  0.34
H23 0.2398 5.0327 -0.9748  0.40
H24 3.1147 1.7242 3.3474  0.40


(4)
Entry from the Open Molecules 2025 dataset: a 2-piece molecular cluster, H5ISi2 overall in a non-equilibrium geometry (wB97M-V/def2-TZVPD).

The calculation puts the total energy at -23934.4426 eV. As for the net charge: 0. As for the LUMO energy: -1.985 eV. As for the HOMO-LUMO gap: 0.2383 Ha. The max |F| comes out at 2.94 eV/Å.

Each line ends with the Mulliken charge.
Geometry (Å):
Si1 -1.0519 -0.7647 0.0845  0.40
Si2 0.3904 0.8862 -0.6599  0.27
I1 2.4699 0.6154 1.9993  -0.41
H1 -2.3932 -0.3447 0.1151  -0.09
H2 -0.6950 -1.9761 -0.8484  -0.05
H3 -0.4248 -1.1794 1.2979  -0.07
H4 0.5780 2.0969 -0.0825  -0.04
H5 1.1266 0.6663 -1.9060  -0.02